Here is C30H42IrN4OS3 as an isolated structure from OMol25. Energies are from the ωB97M-V functional and the def2-TZVPD basis.

Structure (XYZ):
```
81
Properties=species:S:1:pos:R:3:mulliken_charge:R:1
Ir 0.815 -0.462 0.084 1.99
C 0.207 -1.745 2.854 -1.56
N 1.126 -0.664 2.410 0.59
C 2.541 -1.091 2.655 -0.94
C 3.567 -0.412 1.770 -1.08
N 3.356 -0.769 0.348 0.58
C 4.084 0.142 -0.570 -1.17
C 3.794 -2.130 0.104 -1.18
C 5.117 -2.501 0.259 -0.40
C 5.520 -3.806 -0.006 -0.91
C 4.601 -4.761 -0.433 -0.68
C 3.278 -4.408 -0.591 -0.66
C 2.867 -3.089 -0.324 1.29
S 1.214 -2.692 -0.547 -0.21
C 0.841 0.598 3.067 -1.04
C 0.368 0.626 4.364 -0.34
C 0.138 1.836 5.019 -0.85
C 0.399 3.051 4.394 -0.83
C 0.882 3.049 3.106 -0.75
C 1.090 1.832 2.412 1.48
S 1.598 1.946 0.791 -0.34
H 0.437 -2.087 3.865 0.53
H 0.318 -2.591 2.180 0.38
H -0.822 -1.390 2.815 0.41
H 2.576 -2.169 2.488 0.74
H 2.796 -0.910 3.703 0.45
H 4.562 -0.712 2.109 0.55
H 3.515 0.670 1.867 0.66
H 5.161 0.129 -0.382 0.36
H 3.731 1.161 -0.444 0.42
H 3.905 -0.172 -1.596 0.35
H 5.856 -1.778 0.586 0.43
H 6.561 -4.075 0.119 0.43
H 4.922 -5.774 -0.640 0.43
H 2.544 -5.134 -0.919 0.53
H 0.179 -0.295 4.898 0.45
H -0.239 1.819 6.035 0.47
H 0.235 3.986 4.915 0.47
H 1.096 3.978 2.591 0.50
C -2.017 5.067 -0.455 -1.03
C -2.519 3.878 -1.265 -0.75
N -2.264 2.584 -0.608 0.48
C -3.213 2.157 0.436 -0.82
C -2.745 2.446 1.862 -0.43
C -1.171 1.874 -0.860 1.02
C -0.235 2.318 -1.947 -2.30
N -0.901 0.751 -0.220 0.52
H -2.130 5.982 -1.037 0.43
H -0.959 4.948 -0.205 0.22
H -2.582 5.190 0.469 0.28
H -2.060 3.876 -2.247 0.41
H -3.594 3.954 -1.418 0.45
H -3.415 1.093 0.320 -0.04
H -4.148 2.678 0.239 0.64
H -1.776 1.986 2.071 -0.24
H -3.472 2.038 2.565 0.46
H -2.658 3.517 2.047 0.29
H -0.764 2.360 -2.900 0.61
H 0.570 1.593 -2.043 0.19
H 0.189 3.303 -1.749 0.41
H -1.640 0.430 0.405 -0.32
C -2.663 -0.460 -6.058 -1.44
C -2.512 -0.891 -4.623 0.81
C -1.594 -1.872 -4.256 -0.99
C -1.452 -2.263 -2.932 -0.71
C -2.244 -1.668 -1.959 0.70
C -3.165 -0.689 -2.297 -0.60
C -3.298 -0.315 -3.625 -0.78
S -2.037 -2.066 -0.229 0.98
C -2.807 -3.681 -0.248 -1.23
O -2.919 -1.151 0.562 -0.71
H -2.036 -1.053 -6.723 0.37
H -2.387 0.590 -6.179 0.32
H -3.699 -0.559 -6.388 0.36
H -0.987 -2.346 -5.019 0.38
H -0.744 -3.044 -2.673 0.39
H -3.788 -0.251 -1.526 0.44
H -4.041 0.428 -3.898 0.46
H -3.829 -3.545 -0.597 0.44
H -2.790 -4.067 0.770 0.44
H -2.240 -4.328 -0.918 0.38
```

- charge = +2
- LUMO level (alpha / beta) (hartree) = -0.1680 / -0.3034
- HOMO level (alpha / beta) (eV) = -13.22 / -13.59
- total energy (a.u.) = -2760.91038
- multiplicity = 6
- ΔE to the lowest compared entry with this formula, charge and spin (kJ/mol) = 0.00
- <S²> = 8.800
- HOMO-LUMO gap (alpha / beta) (eV) = 8.65 / 5.33